Formula: C18H38FGaNO3P
Source: the OMol25 dataset
Level of theory: ωB97M-V/def2-TZVPD

Output
**Kohn-Sham gap**: 5.367 eV
**F_max**: 0.6 eV/Å
**HOMO**: -5.9940 eV

Last column: Löwdin charge in e.
Atoms and positions in Å:
C  -7.01118  -3.46030  0.50497  0.01
C  -5.87205  -2.81889  -0.25227  -0.58
O  -4.75918  -3.28611  -0.25142  0.10
O  -6.20392  -1.69218  -0.90910  -0.13
C  -5.86430  -0.44919  -0.16416  -0.23
Ga  -4.49819  0.62930  -1.20600  0.33
C  -3.09055  -0.66078  -2.04450  -0.16
C  -2.65303  -0.12183  -3.31067  -0.61
O  -1.64155  0.46102  -3.62025  0.05
F  -3.57612  -0.30235  -4.29753  0.04
P  -3.34446  2.17218  0.18393  0.66
C  -1.94577  1.17983  0.91572  -0.44
C  -2.35171  3.05739  -1.11277  -0.41
H  -6.88198  -3.22430  1.56518  0.09
H  -6.94664  -4.54292  0.39555  0.08
H  -7.98215  -3.09742  0.17223  0.08
H  -5.51318  -0.73693  0.83180  0.06
H  -6.80281  0.09789  -0.05724  0.05
H  -5.17896  1.50990  -2.34928  -0.05
H  -3.63373  -1.59852  -2.16678  0.06
H  -2.25350  -0.75248  -1.35477  0.04
H  -1.39938  0.64132  0.13144  -0.01
H  -2.31375  0.48493  1.67254  0.02
H  -1.25018  1.88172  1.39421  0.01
H  -1.63035  3.73969  -0.65708  0.01
H  -3.05596  3.62025  -1.72846  0.02
H  -1.83515  2.34984  -1.77153  0.00
C  0.89066  -1.22959  -1.66633  -0.08
C  1.48956  0.16523  -1.83014  -0.23
C  3.01028  0.20570  -1.62955  -0.17
C  3.59701  -0.40540  -0.35927  -0.11
N  3.71577  0.49952  0.85229  -0.20
C  4.42333  -0.23623  1.98191  -0.10
C  5.81419  0.37093  2.06941  -0.14
C  5.55266  1.82589  1.69371  -0.14
C  4.62666  1.67095  0.50313  -0.10
C  2.41101  1.07752  1.33340  -0.10
C  1.30083  0.17265  1.91250  -0.18
C  1.45077  -1.33700  2.12840  -0.08
H  0.62700  -1.44680  -0.63423  0.05
H  -0.02612  -1.30767  -2.24441  0.07
H  1.57961  -2.00567  -2.01510  0.08
H  0.96671  0.87540  -1.18720  0.09
H  1.29724  0.51274  -2.84631  0.12
H  3.38955  1.22077  -1.77748  0.11
H  3.44172  -0.38326  -2.44282  0.13
H  4.62858  -0.71077  -0.54612  0.14
H  3.04826  -1.29240  -0.06154  0.11
H  3.85773  -0.04596  2.89017  0.13
H  4.40988  -1.30018  1.76733  0.13
H  6.48717  -0.09545  1.34732  0.12
H  6.24591  0.24494  3.05983  0.12
H  6.45299  2.37805  1.43375  0.13
H  5.05621  2.35436  2.50980  0.12
H  5.18781  1.38960  -0.38466  0.13
H  4.01342  2.53846  0.27977  0.14
H  2.02742  1.63853  0.48669  0.12
H  2.69601  1.81671  2.08323  0.13
H  0.42723  0.36010  1.28822  0.06
H  1.03451  0.59409  2.88314  0.12
H  1.58754  -1.90429  1.21427  0.05
H  0.52166  -1.69527  2.56975  0.09
H  2.24898  -1.59727  2.82332  0.06

---

Formula: C18H38FN2O2PS
Source: the OMol25 dataset
Level of theory: ωB97M-V/def2-TZVPD

Output
**Kohn-Sham gap**: 8.171 eV
**SMILES**: C=C[C@@H]1[C@H](F)C(=O)O[C@H]1[PH2]=S.CCN(CC)CC.CCN(CC)CC
**F_max**: 2.5 eV/Å
**HOMO**: -8.0642 eV

Last column: Löwdin charge in e.
Atoms and positions in Å:
C  6.15700  3.22570  3.95687  0.01
C  5.89470  3.88739  2.80516  -0.15
C  5.15229  5.18824  2.75880  -0.24
C  3.85703  5.23227  3.55618  -0.46
P  2.43566  4.14593  3.14143  0.41
S  2.86814  2.32360  2.65162  0.16
O  3.56084  6.64109  3.60739  -0.01
C  4.72798  7.13859  4.18092  -0.38
O  4.76150  7.91464  5.09324  0.19
C  5.84654  6.42342  3.40907  -0.19
F  6.93552  6.17135  4.19661  0.04
H  5.87270  2.18723  4.05301  0.05
H  6.67200  3.70955  4.77441  0.07
H  6.23927  3.48646  1.86312  0.10
H  5.09697  5.50130  1.72395  0.15
H  4.12593  4.99198  4.58819  0.14
H  1.71726  4.86443  2.16546  -0.01
H  1.62446  4.20821  4.28767  -0.01
H  6.21128  7.10020  2.64139  0.16
C  -4.38089  0.36488  0.22001  -0.09
C  -3.07259  1.12274  0.04897  -0.28
N  -2.15172  0.92502  1.15101  -0.20
C  -1.04142  1.86066  1.15396  -0.26
C  -0.04768  1.81017  -0.01093  -0.09
C  -1.81714  -0.45521  1.45074  -0.24
C  -1.20748  -1.30729  0.33076  -0.08
H  -4.84404  0.60008  1.17900  0.08
H  -5.07707  0.64864  -0.57027  0.07
H  -4.24134  -0.71525  0.15739  0.06
H  -3.30602  2.18921  -0.00795  0.12
H  -2.62941  0.84945  -0.92209  0.10
H  -0.48975  1.74582  2.09120  0.10
H  -1.46545  2.87042  1.19446  0.11
H  0.60973  0.94467  0.05183  0.05
H  0.59226  2.69467  0.01660  0.06
H  -0.54591  1.80032  -0.98148  0.07
H  -2.72540  -0.95592  1.79753  0.10
H  -1.15095  -0.47247  2.31638  0.12
H  -1.74608  -1.19917  -0.61215  0.06
H  -1.25328  -2.36254  0.60999  0.07
H  -0.15876  -1.06947  0.16004  0.06
C  -2.63191  -4.88774  -1.02473  -0.09
C  -2.29163  -4.13139  -2.29987  -0.28
N  -1.41525  -4.86673  -3.18988  -0.20
C  -0.84801  -4.04879  -4.24679  -0.25
C  -1.80188  -3.43910  -5.28067  -0.09
C  -1.88105  -6.18338  -3.58606  -0.25
C  -3.24502  -6.28759  -4.28092  -0.08
H  -1.72739  -5.21395  -0.50953  0.08
H  -3.18750  -4.23596  -0.34862  0.07
H  -3.25536  -5.76159  -1.21834  0.06
H  -1.78479  -3.20686  -2.01205  0.10
H  -3.22933  -3.83063  -2.79443  0.10
H  -0.08643  -4.63425  -4.76891  0.11
H  -0.29976  -3.23087  -3.76808  0.11
H  -2.17690  -4.18459  -5.98051  0.05
H  -1.27156  -2.68812  -5.86995  0.07
H  -2.65289  -2.94234  -4.81369  0.07
H  -1.90909  -6.81410  -2.69340  0.10
H  -1.11996  -6.64286  -4.22116  0.11
H  -4.01316  -5.70504  -3.77055  0.07
H  -3.57494  -7.32852  -4.28097  0.07
H  -3.20284  -5.96663  -5.32043  0.05

---

Formula: C18H38O16Si
Source: the OMol25 dataset
Level of theory: ωB97M-V/def2-TZVPD

Output
**Kohn-Sham gap**: 10.693 eV
**SMILES**: [SiH3]C[C@H]1CO1.COC(=O)OC.COC(=O)OC.COC(=O)OC.COC(=O)OC.COC(=O)OC
**F_max**: 2.3 eV/Å
**HOMO**: -10.0913 eV

Last column: Löwdin charge in e.
Atoms and positions in Å:
Si  1.60182  0.16008  1.50509  0.66
C  1.86925  -0.79037  -0.10798  -0.32
C  3.27970  -0.66118  -0.61383  -0.41
C  3.61436  -1.15530  -1.98244  -0.11
O  3.51734  0.22096  -1.68332  -0.06
H  2.76030  1.05472  1.73044  -0.07
H  0.38422  1.00197  1.45388  -0.08
H  1.51828  -0.79334  2.62882  -0.07
H  1.69103  -1.85346  0.06127  0.08
H  1.22872  -0.39413  -0.89788  0.06
H  4.07893  -0.73021  0.13401  0.13
H  2.75678  -1.66173  -2.41085  0.12
H  4.60043  -1.60260  -2.00113  0.11
C  1.38314  1.87221  -3.21675  -0.02
O  0.93380  1.88060  -4.58232  0.02
C  -0.30755  1.43443  -4.73014  -0.61
O  -1.03165  1.07677  -3.83262  0.10
O  -0.62412  1.43999  -6.02126  0.01
C  -1.95092  0.97672  -6.30476  -0.03
H  2.40158  2.24285  -3.21510  0.08
H  0.75577  2.51958  -2.60699  0.11
H  1.37176  0.86023  -2.82516  0.07
H  -2.68878  1.60619  -5.81199  0.10
H  -2.07477  -0.05190  -5.97242  0.10
H  -2.05273  1.04266  -7.38310  0.09
C  0.01877  1.83799  6.24507  -0.04
O  -0.81847  0.83145  6.82494  0.00
C  -0.80553  -0.33018  6.17187  -0.63
O  -0.16837  -0.57343  5.18078  0.11
O  -1.61809  -1.17762  6.79871  0.00
C  -1.69467  -2.47243  6.18621  -0.03
H  -0.09816  2.71026  6.88017  0.09
H  1.05692  1.51173  6.23411  0.10
H  -0.30075  2.06165  5.22898  0.10
H  -0.71568  -2.94678  6.17379  0.10
H  -2.06785  -2.39237  5.16743  0.10
H  -2.38519  -3.03985  6.80188  0.09
C  -2.29166  0.12267  -1.08361  -0.01
O  -2.87735  -1.13215  -0.68432  -0.01
C  -4.01117  -1.42711  -1.31361  -0.62
O  -4.56566  -0.75089  -2.13961  0.13
O  -4.44038  -2.61435  -0.87247  -0.03
C  -5.66636  -3.05581  -1.46738  -0.03
H  -1.40181  0.21894  -0.46717  0.07
H  -2.02492  0.12193  -2.13645  0.07
H  -2.97494  0.94341  -0.87609  0.10
H  -5.55239  -3.16198  -2.54423  0.10
H  -6.46921  -2.35327  -1.25430  0.10
H  -5.87505  -4.01899  -1.01198  0.09
C  -1.81938  -3.76964  0.04817  -0.03
O  -1.31486  -5.08700  0.33383  0.01
C  -0.62035  -5.17748  1.46013  -0.63
O  -0.38348  -4.27785  2.22579  0.12
O  -0.21830  -6.44254  1.60906  0.00
C  0.54785  -6.67940  2.79355  -0.04
H  -2.34492  -3.85782  -0.89349  0.09
H  -2.49760  -3.44005  0.82903  0.10
H  -0.99558  -3.06586  -0.04927  0.09
H  -0.03689  -6.44635  3.68140  0.09
H  1.45406  -6.07667  2.79142  0.10
H  0.79565  -7.73595  2.77015  0.09
C  4.15877  4.83281  -2.96286  -0.04
O  4.03033  6.08876  -2.28770  0.01
C  3.02300  6.13036  -1.41779  -0.63
O  2.25672  5.23107  -1.18414  0.12
O  3.00442  7.33494  -0.85138  0.01
C  1.95968  7.51663  0.11132  -0.04
H  5.00488  4.93905  -3.63407  0.10
H  4.34570  4.03158  -2.24981  0.10
H  3.25372  4.61533  -3.52714  0.09
H  2.06480  6.80448  0.92730  0.10
H  0.98474  7.39115  -0.35531  0.10
H  2.07834  8.53192  0.47563  0.09

---

Formula: C18H38OOsP2
Source: the OMol25 dataset
Level of theory: ωB97M-V/def2-TZVPD

Output
**Kohn-Sham gap (alpha / beta)**: 9.076 / 4.573 eV
**Multiplicity**: 5
**F_max**: 3.7 eV/Å
**Total charge**: +2
**HOMO (alpha / beta)**: -15.2407 / -14.4768 eV
**⟨S²⟩**: 6.03

Last column: Löwdin charge in e.
Atoms and positions in Å:
P  1.85655  1.83633  1.54957  1.02
P  0.82087  2.08496  -1.71078  0.95
C  2.68158  2.95682  0.28769  -0.35
C  1.79053  3.43191  -0.84975  -0.36
H  3.56162  2.41669  -0.08294  0.09
H  3.06415  3.80828  0.86307  0.11
H  1.06911  4.19004  -0.51527  0.09
H  2.39034  3.90240  -1.63934  0.10
C  2.18368  1.48720  -2.79756  -0.23
H  1.79239  0.70591  -3.46130  0.06
H  3.00775  1.06056  -2.21007  0.05
H  2.55546  2.33212  -3.39416  0.06
C  -0.11454  3.06461  -2.93724  -0.23
H  0.59449  3.57240  -3.60599  0.07
H  -0.74680  3.80472  -2.42970  0.06
H  -0.75457  2.39067  -3.52248  0.06
C  3.22861  1.73220  2.75761  -0.22
H  2.88482  1.19434  3.65043  0.07
H  3.54166  2.74950  3.03248  0.07
H  4.07441  1.19104  2.31495  0.06
C  0.88757  3.16070  2.38452  -0.21
H  0.15459  3.62209  1.70948  0.05
H  1.58537  3.92856  2.74695  0.07
H  0.35142  2.71550  3.23145  0.07
Os  -1.27094  -1.77583  0.74420  1.61
C  -1.34116  -0.28924  -1.31743  -0.13
C  -0.19488  -1.09517  -1.20651  -0.21
C  1.16498  -0.80258  -0.60632  -0.22
C  1.46753  -1.06411  0.90690  -0.25
C  0.33876  -0.80721  1.85751  -0.32
C  -0.81026  0.06203  1.74140  -0.27
C  -0.95254  1.17898  0.73394  -0.27
C  -1.79749  0.89032  -0.54188  -0.19
C  -2.08434  -2.58641  2.33646  -0.25
H  -2.06119  -0.59953  -2.07941  0.13
H  -0.16587  -1.90571  -1.95266  0.11
H  1.42941  0.25800  -0.78754  -0.01
H  1.90232  -1.37846  -1.19313  0.14
H  1.80985  -2.10370  1.01020  0.13
H  2.35686  -0.48257  1.20562  0.07
H  0.49448  -1.25871  2.84380  0.12
H  -1.38060  0.20612  2.67598  0.13
H  0.07208  1.41562  0.37729  -0.04
H  -1.32281  2.08805  1.23798  0.12
H  -2.85371  0.77339  -0.23883  0.14
H  -1.78598  1.78520  -1.18915  0.10
H  -3.17877  -2.44228  2.25689  0.06
H  -1.71572  -2.10477  3.25210  0.03
H  -1.88939  -3.66549  2.37326  0.05
C  -3.36022  -4.79830  0.01505  -0.03
C  -2.27907  -3.89859  -0.57340  -0.58
C  -2.08364  -4.25265  -2.04756  -0.03
O  -2.64856  -2.55299  -0.43643  -0.31
H  -4.31261  -4.59095  -0.48575  0.11
H  -3.46839  -4.62259  1.09086  0.07
H  -3.09201  -5.84703  -0.15191  0.10
H  -1.32223  -4.03648  -0.00872  0.12
H  -3.00494  -4.03276  -2.59605  0.10
H  -1.25530  -3.67999  -2.47515  0.06
H  -1.86472  -5.32318  -2.14322  0.10